(1)
Density functional theory data (wB97M-V/def2-TZVPD) for an isolated molecule of C8H11IN2S at a distorted geometry.

CARTESIAN COORDINATES (ANGSTROEM)
1 C -0.8416 -0.3075 2.1467
2 C -0.7846 -0.0675 0.6345
3 C -2.2250 0.1262 0.0600
4 C -0.0397 -1.1784 -0.0482
5 C 1.5092 -0.4137 -0.7079
6 C 1.6132 -0.6903 -2.1728
7 I 3.2235 -1.2581 0.2933
8 C 1.2529 0.9520 -0.2677
9 S 1.9492 2.4944 -0.6027
10 N 0.6483 3.2083 0.2629
11 N -0.2382 2.4275 0.6030
12 C 0.0622 1.1503 0.3551
13 H -1.8111 -0.9099 2.5092
14 H -0.9957 0.5232 2.8172
15 H -0.0250 -0.7756 2.5899
16 H -2.8204 -0.5883 0.4017
17 H -2.3309 0.1391 -1.0673
18 H -2.5273 1.0410 0.3343
19 H 0.3305 -2.0766 0.4497
20 H -0.7124 -1.6210 -0.7863
21 H 0.8757 -0.1410 -2.8808
22 H 1.3117 -1.6171 -2.4591
23 H 2.5755 -0.4169 -2.4645

Values from the calculation:
Lowest unoccupied orbital energy (hartree): -0.003
Kohn-Sham gap (eV): 9.315
HOMO level (Eh): -0.345
SMILES: CC1(C)C[C@](C)(I)c2snnc21
Charge: 0

=====

(2)
Density functional theory data (wB97M-V/def2-TZVPD) for a cluster of 4 separate species, C26H47ClO14S in total at a distorted geometry.

CARTESIAN COORDINATES (ANGSTROEM)
1 C 0.8218 -2.6376 1.1735
2 C -0.2979 -3.0435 0.1628
3 C -1.3934 -1.9529 -0.0660
4 O -1.3711 -0.9205 0.9107
5 C -1.9737 0.2843 0.4011
6 C -2.7381 0.9969 1.5496
7 C -4.0451 1.6451 0.9296
8 C -5.3232 1.0664 1.6082
9 O -6.5224 1.6566 1.1603
10 C -6.9368 1.1148 -0.0837
11 C -0.7991 1.1306 -0.2306
12 C 0.2821 1.5425 0.8128
13 C 1.6115 1.8148 0.0526
14 C 2.7844 2.3125 0.9609
15 C 3.9177 2.9014 0.0381
16 S 4.3697 1.7764 -1.3281
17 O 3.4424 1.8775 -2.4832
18 O 4.5277 0.3800 -0.8431
19 Cl 6.2392 2.3574 -2.0290
20 O -1.2507 2.1698 -1.0911
21 C -1.5322 3.3927 -0.4386
22 H 0.3901 -2.4893 2.1780
23 H 1.3575 -1.7492 0.7898
24 H 1.5504 -3.4745 1.2097
25 H 0.2078 -3.2553 -0.8059
26 H -0.7486 -4.0006 0.4852
27 H -1.2948 -1.5775 -1.1086
28 H -2.3895 -2.4520 0.0137
29 H -2.6183 -0.0381 -0.4425
30 H -3.0889 0.2216 2.2586
31 H -2.1541 1.7563 2.0939
32 H -4.1061 1.4417 -0.1625
33 H -4.0535 2.7507 1.0194
34 H -5.2406 1.2443 2.7040
35 H -5.3063 -0.0411 1.4845
36 H -7.9961 1.3430 -0.2757
37 H -6.8283 0.0108 -0.1504
38 H -6.3636 1.6002 -0.9062
39 H -0.2873 0.4023 -0.9021
40 H 0.4569 0.6345 1.4350
41 H -0.0248 2.3383 1.5153
42 H 1.9359 0.8367 -0.3695
43 H 1.5114 2.4906 -0.8205
44 H 3.2069 1.5138 1.6019
45 H 2.4216 3.1157 1.6330
46 H 4.8401 3.0788 0.6236
47 H 3.5302 3.8294 -0.4189
48 H -2.4552 3.8048 -0.9062
49 H -1.7385 3.3198 0.6433
50 H -0.7509 4.1729 -0.5843
51 C -11.1561 2.1474 -5.2144
52 C -10.0970 2.3533 -4.1508
53 C -9.4414 1.0864 -3.6767
54 O -9.0033 1.4481 -2.3646
55 C -9.9154 2.3467 -1.9030
56 O -10.0396 2.6507 -0.7637
57 O -10.6525 2.8469 -2.9250
58 H -11.9000 2.9438 -5.1908
59 H -10.6999 2.1299 -6.2051
60 H -11.6840 1.2010 -5.0807
61 H -9.3611 3.0801 -4.5098
62 H -8.6080 0.7727 -4.3026
63 H -10.1436 0.2543 -3.5734
64 C 4.0197 -6.4922 3.4673
65 C 2.8475 -5.8562 4.1863
66 C 2.0172 -6.8185 4.9890
67 O 0.7496 -6.1603 5.0263
68 C 0.6484 -5.4747 3.8575
69 O -0.3650 -5.0442 3.4172
70 O 1.8664 -5.3470 3.2734
71 H 4.2914 -5.9260 2.5763
72 H 4.8884 -6.5381 4.1257
73 H 3.7943 -7.5129 3.1517
74 H 3.2083 -5.0239 4.7994
75 H 2.4062 -6.9928 5.9905
76 H 1.8760 -7.7804 4.4876
77 C 9.3210 1.2523 -1.1103
78 C 10.6567 1.2838 -1.8247
79 C 11.5916 0.1717 -1.4390
80 O 12.8695 0.7416 -1.7284
81 C 12.7448 2.0761 -1.5035
82 O 13.6562 2.8225 -1.3691
83 O 11.4360 2.4319 -1.4623
84 H 8.8888 2.2492 -1.0355
85 H 8.6195 0.6108 -1.6445
86 H 9.4144 0.8592 -0.0957
87 H 10.4873 1.3132 -2.9061
88 H 11.4265 -0.7452 -2.0017
89 H 11.5650 -0.0553 -0.3693

Values from the calculation:
Lowest unoccupied orbital energy (hartree): -0.013
Kohn-Sham gap (eV): 8.576
HOMO level (Eh): -0.329
SMILES: CCCO[C@@H](CCCOC)[C@H](CCCCS(=O)(=O)Cl)OC.C[C@@H]1COC(=O)O1.C[C@@H]1COC(=O)O1.C[C@@H]1COC(=O)O1
Charge: 0

=====

(3)
Density functional theory data (wB97M-V/def2-TZVPD) for a structure of composition C38H37IrN2O5P.

CARTESIAN COORDINATES (ANGSTROEM)
1 Ir -0.4285 -0.6923 0.1890
2 O -3.5421 -1.5381 5.3658
3 C -2.9344 -1.4649 4.3439
4 C -3.5471 -1.3984 2.9254
5 O -4.7201 -1.3372 2.6635
6 C -2.3851 -1.3328 2.0287
7 C -1.2037 -1.3211 2.7305
8 O -0.0690 -1.1841 2.0720
9 C -1.3981 -1.4066 4.1826
10 O -0.5808 -1.3753 5.0623
11 O -2.3396 -1.2347 0.7177
12 C -2.1679 -3.0126 -1.7405
13 C -1.2114 -2.5899 -2.8178
14 C -0.9059 -3.4797 -3.8395
15 C -0.0568 -3.1253 -4.8747
16 C 0.4915 -1.8588 -4.9099
17 C 0.2173 -0.9250 -3.9136
18 C 0.8933 0.4178 -4.0170
19 C -0.6292 -1.3148 -2.8673
20 N -0.9146 -0.3796 -1.7988
21 C -1.5190 0.7285 -2.0676
22 C -2.1400 1.1105 -3.3673
23 C -1.6573 1.6353 -0.9071
24 C -2.2862 2.9742 -1.0575
25 N -1.2026 1.1603 0.2014
26 C -1.6424 1.6897 1.4714
27 C -3.0183 1.6434 1.7509
28 C -4.1065 1.2784 0.7777
29 C -3.4165 1.9757 3.0466
30 C -2.5005 2.3496 4.0096
31 C -1.1536 2.4294 3.6879
32 C -0.7004 2.1068 2.4183
33 C 0.7504 2.2507 2.0869
34 H -2.7193 -3.8932 -2.0647
35 H -2.8836 -2.2353 -1.4804
36 H -1.6467 -3.2755 -0.8173
37 H -1.3565 -4.4640 -3.8250
38 H 0.1677 -3.8365 -5.6584
39 H 1.1521 -1.5750 -5.7204
40 H 1.9726 0.2908 -4.1222
41 H 0.7349 1.0601 -3.1558
42 H 0.5485 0.9514 -4.9047
43 H -2.0399 0.3331 -4.1160
44 H -1.6996 2.0339 -3.7474
45 H -3.2027 1.3051 -3.2027
46 H -1.7235 3.5415 -1.8033
47 H -2.2901 3.5212 -0.1195
48 H -3.3092 2.8825 -1.4231
49 H -3.7567 0.7571 -0.1098
50 H -4.6433 2.1802 0.4712
51 H -4.8219 0.6144 1.2601
52 H -4.4697 1.9156 3.2918
53 H -2.8335 2.5828 5.0121
54 H -0.4345 2.7421 4.4339
55 H 1.3216 2.4855 2.9832
56 H 0.9171 3.0522 1.3643
57 H 1.1466 1.3371 1.6526
58 C 2.4354 -1.7186 -1.5413
59 P 1.9021 -0.6597 -0.1627
60 C 2.6864 -1.4298 1.2759
61 C 2.9887 -0.6626 2.4005
62 C 3.5011 -1.2618 3.5371
63 C 3.7142 -2.6336 3.5644
64 C 3.4251 -3.4019 2.4484
65 C 2.9135 -2.8033 1.3055
66 C 2.8031 0.8783 -0.4685
67 C 4.1861 0.9326 -0.3067
68 C 4.8762 2.0887 -0.6360
69 C 4.1926 3.1929 -1.1290
70 C 2.8148 3.1465 -1.2856
71 C 2.1241 1.9913 -0.9522
72 H 3.5071 -1.8958 -1.4435
73 H 2.2493 -1.2053 -2.4783
74 H 1.9042 -2.6701 -1.5586
75 H 2.8261 0.4066 2.3940
76 H 3.7237 -0.6600 4.4078
77 H 4.1061 -3.1015 4.4577
78 H 3.5934 -4.4703 2.4637
79 H 2.6894 -3.4239 0.4477
80 H 4.7238 0.0785 0.0874
81 H 5.9491 2.1299 -0.5046
82 H 4.7350 4.0941 -1.3829
83 H 2.2796 4.0119 -1.6555
84 H 1.0446 1.9604 -1.0372

Values from the calculation:
Lowest unoccupied orbital energy (hartree): -0.160
Kohn-Sham gap (eV): 6.446
HOMO level (Eh): -0.397
Charge: +1

=====

(4)
Density functional theory data (wB97M-V/def2-TZVPD) for a cluster of 2 separate species, C5H9N3 in total at a distorted geometry.

CARTESIAN COORDINATES (ANGSTROEM)
1 H -1.0452 1.0955 -2.1495
2 N -1.4367 1.3468 -1.2404
3 C -0.8773 0.6599 -0.2910
4 C 0.7533 0.7124 -0.0761
5 C 1.2374 1.4026 1.1646
6 N 1.4457 0.4367 -1.0998
7 H 2.4543 0.4545 -0.9420
8 H -1.3187 0.8487 0.6897
9 H 0.8680 2.4292 1.1765
10 H 0.8822 0.8888 2.0598
11 H 2.3285 1.4189 1.2024
12 C -0.9363 -1.3874 -0.9516
13 C -0.7706 -1.8647 0.3225
14 N -1.2578 -2.3998 1.2883
15 H -1.5221 -1.9961 -1.6371
16 H -0.0523 -1.1700 -1.5404
17 H -0.7525 -2.8760 2.0241

Values from the calculation:
Lowest unoccupied orbital energy (spin up / spin down) (hartree): -0.010 / -0.011
Kohn-Sham gap (spin up / spin down) (eV): 7.441 / 7.439
HOMO level (spin up / spin down) (Eh): -0.284 / -0.284
SMILES: [H]/N=C\C(C)=N\[H].C=C=N
Charge: 0

=====

(5)
Density functional theory data (wB97M-V/def2-TZVPD) for a structure of composition C24H40BBeCaF5LiN4O10 at a distorted geometry.

CARTESIAN COORDINATES (ANGSTROEM)
1 C 0.6200 -4.0552 0.6887
2 C 0.9000 -3.8936 -0.7967
3 O 1.3036 -4.9216 -1.3640
4 N 0.7795 -2.7056 -1.4958
5 C 0.4324 -3.0814 -2.8749
6 C -0.3759 -1.8707 -1.0130
7 C -0.3363 -0.3625 -1.4684
8 C -0.5952 0.6632 -0.3046
9 C -1.9593 1.3998 -0.3764
10 C -3.2386 0.5104 -0.1197
11 C -3.8594 0.2343 -1.4731
12 N -4.9996 -0.7282 -1.2829
13 C -4.3783 -2.0193 -0.8527
14 C -3.7683 -1.8166 0.5295
15 N -2.8161 -0.7044 0.6314
16 H 1.5358 -4.5263 1.1076
17 H 0.4348 -3.1299 1.2442
18 H -0.2294 -4.7410 0.8385
19 H 0.0613 -2.2092 -3.4459
20 H 1.2937 -3.4669 -3.4317
21 H -0.3874 -3.8604 -2.8534
22 H -1.2939 -2.3309 -1.4628
23 H -0.4981 -1.8536 0.0730
24 H -0.9657 -0.1812 -2.3521
25 H 0.7004 -0.1942 -1.8100
26 H 0.1651 1.4558 -0.4252
27 H -0.3992 0.2406 0.6881
28 H -1.9694 2.2314 0.3444
29 H -2.0273 1.8246 -1.3960
30 H -4.0019 1.0954 0.4954
31 H -3.1426 -0.2554 -2.1632
32 H -4.1734 1.1580 -1.9773
33 H -5.4994 -0.8454 -2.1636
34 H -5.5963 -0.3550 -0.5232
35 H -3.6429 -2.3036 -1.6234
36 H -5.1479 -2.8017 -0.7921
37 H -4.5500 -1.7698 1.3146
38 H -3.1998 -2.7458 0.7557
39 H -2.7757 -0.4532 1.6174
40 B 5.3028 -0.0248 0.3408
41 O 4.1600 0.5156 1.2158
42 C 3.0391 -0.1475 0.8510
43 O 1.9640 0.0228 1.3357
44 C 3.3693 -1.1102 -0.2459
45 O 2.5409 -1.8206 -0.7720
46 O 4.6391 -1.0512 -0.5342
47 F 6.2582 -0.6045 1.1389
48 F 5.8257 0.9767 -0.4167
49 C -1.6180 6.2615 5.7271
50 C -2.5835 5.6863 4.7120
51 O -1.9104 4.8761 3.7404
52 C -1.5444 3.6865 4.1412
53 O -1.7161 3.1960 5.2319
54 O -0.8902 3.0961 3.1218
55 C -0.3290 1.8486 3.4547
56 H -0.8050 6.8022 5.2226
57 H -2.1390 6.9464 6.4043
58 H -1.1551 5.4756 6.3224
59 H -3.0553 6.4953 4.1561
60 H -3.3797 5.1157 5.1958
61 H -1.0735 1.1738 3.8820
62 H 0.5033 1.9848 4.1510
63 H 0.0569 1.4043 2.5377
64 Li -1.7258 -3.9516 -3.6200
65 C 5.0688 -3.4799 1.4622
66 C 5.0991 -4.9825 1.6832
67 O 3.9923 -5.5084 2.1745
68 O 6.1165 -5.5545 1.3799
69 H 4.1068 -3.0482 1.7606
70 H 5.8552 -3.0065 2.0460
71 H 5.2359 -3.2612 0.4094
72 F -5.1316 1.6447 1.3055
73 Be 4.2161 0.8099 3.0215
74 F 6.3310 1.9635 2.9283
75 F 0.1331 6.1468 3.9069
76 Ca 2.5273 -6.4414 1.1719
77 N -0.1165 0.9718 -4.8101
78 C -0.5133 1.9432 -5.6357
79 C 0.3546 2.7960 -6.2986
80 C 1.7143 2.6381 -6.0940
81 C 2.1524 1.6385 -5.2406
82 C 1.2041 0.8376 -4.6291
83 H -1.5862 2.0337 -5.7646
84 H -0.0263 3.5640 -6.9574
85 H 2.4243 3.2854 -6.5924
86 H 3.2065 1.4844 -5.0539
87 H 1.5019 0.0406 -3.9545

Values from the calculation:
Lowest unoccupied orbital energy (hartree): -0.223
Kohn-Sham gap (eV): 1.698
HOMO level (Eh): -0.286
Charge: +1

=====

(6)
Density functional theory data (wB97M-V/def2-TZVPD) for a cluster of 2 separate species, C19H22N in total at a distorted geometry.

CARTESIAN COORDINATES (ANGSTROEM)
1 C -2.5804 2.0699 3.6541
2 C -3.2223 1.7635 2.4489
3 C -2.5739 1.0060 1.4730
4 C -1.2539 0.5513 1.6871
5 C -0.5083 -0.1112 0.5908
6 C 0.4614 -1.0937 0.9171
7 N 0.7477 -2.1734 0.1936
8 C 1.8749 -3.0494 0.5326
9 C 1.9409 -4.0817 -0.5955
10 C 0.7016 -3.8703 -1.4758
11 C -0.0883 -2.6875 -0.8911
12 C -0.6573 0.7724 2.9459
13 C -1.3058 1.5539 3.9045
14 H -3.0804 2.6846 4.4023
15 H -4.2336 2.1205 2.2597
16 H -3.0813 0.7350 0.5430
17 H -0.9946 -0.1585 -0.3918
18 H 1.0530 -0.9839 1.8390
19 H 2.8012 -2.4639 0.6235
20 H 1.6958 -3.5365 1.5069
21 H 2.8585 -3.9341 -1.1685
22 H 1.9699 -5.0873 -0.1725
23 H 0.9969 -3.6498 -2.5018
24 H 0.0796 -4.7655 -1.4886
25 H -1.0590 -3.0400 -0.4999
26 H -0.2967 -1.9167 -1.6444
27 H 0.3183 0.3318 3.1677
28 H -0.8078 1.7582 4.8517
29 C 0.5332 1.5188 -0.4131
30 C -0.3240 2.6116 -0.6510
31 C -0.5650 3.3072 -1.8247
32 C -0.0244 3.1391 -3.1030
33 C 1.0087 2.2876 -3.4730
34 C 1.7168 1.4113 -2.6465
35 C 1.5108 1.0705 -1.3197
36 H 0.7984 1.3615 0.6479
37 H -0.8414 3.0050 0.2350
38 H -1.2815 4.1217 -1.7384
39 H -0.4421 3.7774 -3.8918
40 H 1.3271 2.3264 -4.5226
41 H 2.5685 0.9267 -3.1192
42 H 2.2588 0.3916 -0.8911

Values from the calculation:
Lowest unoccupied orbital energy (hartree): -0.158
Kohn-Sham gap (eV): 5.906
HOMO level (Eh): -0.375
Charge: +1

=====

(7)
Density functional theory data (wB97M-V/def2-TZVPD) for an isolated molecule of C6H6O2 at a distorted geometry.

CARTESIAN COORDINATES (ANGSTROEM)
1 C 0.7755 0.4815 1.3946
2 C 0.2912 -0.7947 1.4418
3 C -0.5875 -1.3339 0.3057
4 O -1.7264 -0.5928 -0.1804
5 C -0.4874 -0.7096 -0.9998
6 C 0.5203 0.3143 -0.9406
7 O 0.8739 1.5793 -1.2410
8 C 0.4152 1.2061 0.2484
9 H 1.3793 0.8576 2.2908
10 H 0.2856 -1.3573 2.3982
11 H -0.7140 -2.4176 0.5789
12 H -0.5714 -1.4216 -1.8106
13 H 1.4810 -0.2678 -1.1438
14 H -0.6052 1.7333 0.3566

Values from the calculation:
Lowest unoccupied orbital energy (hartree): 0.015
Kohn-Sham gap (eV): 10.231
HOMO level (Eh): -0.361
SMILES: C1=C[C@H]2O[C@H]2[C@H]2O[C@H]12
Charge: 0

=====

(8)
Density functional theory data (wB97M-V/def2-TZVPD) for a structure of composition C26H22N3O9S at a distorted geometry.

CARTESIAN COORDINATES (ANGSTROEM)
1 C 6.3810 -0.0161 -0.2800
2 C 4.9999 -0.5379 -0.0097
3 C 4.8040 -1.4652 1.0173
4 C 3.5377 -1.9808 1.2844
5 C 2.4376 -1.5377 0.5332
6 S 0.8173 -2.1587 0.8900
7 O 0.0466 -2.4664 -0.2839
8 O 0.8833 -3.0224 2.0362
9 N 0.0172 -0.6500 1.3893
10 C 0.5049 0.1756 2.4375
11 C 1.6387 0.0845 3.2210
12 C 1.7639 1.0053 4.2804
13 N 2.8726 0.9058 5.1690
14 O 2.9421 1.7184 6.1201
15 O 3.7329 0.0163 4.9807
16 C 0.7757 1.9968 4.5302
17 C -0.3650 2.0642 3.7359
18 C -0.5225 1.1198 2.7207
19 C -1.6459 0.7299 1.8852
20 N -2.9840 1.1181 2.0107
21 O -3.2946 2.1074 2.7041
22 O -3.8343 0.4093 1.4120
23 C -1.2605 -0.3264 1.1067
24 C 2.6242 -0.6274 -0.5151
25 C 3.8983 -0.1218 -0.7674
26 H 6.3605 0.7546 -1.0528
27 H 6.8214 0.4110 0.6277
28 H 7.0525 -0.8143 -0.6173
29 H 5.6557 -1.7908 1.6204
30 H 3.3973 -2.6968 2.0929
31 H 2.4014 -0.6699 3.0523
32 H 0.9093 2.6684 5.3722
33 H -1.1424 2.8085 3.8947
34 H -1.9869 -0.8072 0.3583
35 H 1.7799 -0.3200 -1.1296
36 H 4.0461 0.6023 -1.5722
37 C -6.5853 -1.8497 -1.6798
38 C -5.7910 -0.8144 -0.9342
39 O -4.3617 -1.1336 -1.0218
40 C -3.5517 -0.0738 -1.2227
41 C -2.1107 -0.3772 -0.9389
42 C -1.3990 0.8652 -1.3293
43 C -0.8544 0.8551 -2.7207
44 C -1.3440 -0.0260 -3.7050
45 C -0.8341 0.0222 -5.0003
46 C 0.1579 0.9521 -5.3271
47 C 0.6519 1.8274 -4.3496
48 C 0.1363 1.7950 -3.0556
49 O -1.2777 1.8609 -0.6180
50 O -3.9525 1.0030 -1.6412
51 H -7.5733 -1.9374 -1.2247
52 H -6.7277 -1.5239 -2.7143
53 H -6.0824 -2.8188 -1.6790
54 H -5.9369 0.1813 -1.3551
55 H -6.0136 -0.8005 0.1360
56 H -1.7738 -1.2662 -1.4811
57 H -2.1157 -0.7490 -3.4314
58 H -1.2231 -0.6778 -5.7403
59 H 0.5497 0.9839 -6.3427
60 H 1.4435 2.5363 -4.5918
61 H 0.5034 2.4797 -2.2864

Values from the calculation:
Lowest unoccupied orbital energy (hartree): 0.062
Kohn-Sham gap (eV): 5.178
HOMO level (Eh): -0.128
Charge: -1